No. 1
19
Properties=species:S:1:pos:R:3:forces:R:3 method="wB97M-V/def2-TZVPD" total_energy_ev=-6883.67704 homo_lumo_gap_ev=10.26 de_lowest_ev=2.520 smiles="C=NC.CCC" homo_ha=-0.3447 lumo_energy_ev=0.89
C -0.430 -2.927 -2.331 0.228 -1.588 2.185
N 0.633 -2.876 -1.621 -0.758 -1.557 -0.536
C 0.457 -3.237 -0.191 0.391 2.296 -0.258
H -0.414 -3.495 -3.261 0.123 1.516 -0.849
H -1.369 -2.929 -1.749 -0.256 -0.001 -0.599
H 0.622 -4.312 -0.120 0.348 0.252 0.122
H -0.508 -2.996 0.278 -0.241 -0.088 -0.494
H 1.184 -2.597 0.322 0.164 -0.811 0.431
C -0.442 1.526 -0.159 -1.610 2.074 -0.493
C -0.461 2.749 0.807 1.174 -1.048 -0.505
C 0.771 2.678 1.716 -0.401 0.779 1.336
H 0.524 1.538 -0.657 0.129 -0.998 0.208
H -1.175 1.764 -0.949 0.252 -0.058 -0.022
H -0.899 0.646 0.280 0.990 -0.519 0.231
H -1.394 2.732 1.372 0.107 0.361 0.044
H -0.361 3.644 0.188 -0.404 0.085 0.177
H 0.836 3.516 2.421 -0.251 0.372 -0.293
H 0.684 1.868 2.440 0.291 -0.583 -0.444
H 1.741 2.706 1.214 -0.276 -0.485 -0.242

***

No. 2
112
Properties=species:S:1:pos:R:3:forces:R:3 method="wB97M-V/def2-TZVPD" total_energy_ev=-118423.49727 homo_lumo_gap_ev="6.72 / 6.34" de_lowest_ev=0.000 homo_ha="-0.3745 / -0.3776" s2=3.771 total_charge=+1 lumo_energy_ev="-3.47 / -3.93" multiplicity=4
Re 0.718 -0.253 0.530 0.067 -0.165 0.041
O 5.013 -0.874 4.882 0.051 -0.040 0.049
C 4.176 -0.746 4.045 -0.047 0.021 -0.058
C 4.369 -0.894 2.516 -0.006 -0.062 0.051
O 5.402 -1.094 1.935 0.032 -0.015 -0.025
C 3.028 -0.679 1.980 -0.113 0.004 0.112
C 2.110 -0.344 2.935 0.165 -0.075 -0.052
O 0.889 -0.041 2.561 -0.180 0.157 0.085
C 2.695 -0.360 4.284 0.048 0.007 -0.031
O 2.179 -0.104 5.338 -0.032 0.003 0.043
O 2.618 -0.702 0.715 0.162 0.022 0.026
C -0.036 -0.821 -3.115 -0.011 0.002 0.041
P 0.868 0.202 -1.917 -0.107 0.078 -0.133
C -0.084 1.798 -2.010 -0.016 0.021 -0.063
N -0.756 2.022 -3.106 0.005 0.024 0.004
C -1.523 3.143 -3.168 0.028 -0.035 0.006
C -2.264 3.417 -4.340 -0.018 0.010 -0.027
C -3.044 4.536 -4.397 0.014 -0.034 -0.024
C -3.119 5.423 -3.296 -0.001 0.020 0.033
C -2.413 5.180 -2.154 -0.003 0.012 -0.007
C -1.597 4.029 -2.071 0.020 0.007 0.010
N -0.906 3.774 -0.930 0.014 0.037 -0.024
C -0.170 2.697 -0.898 -0.022 -0.030 -0.052
P 0.712 2.289 0.646 0.067 0.068 0.002
C -0.477 2.597 1.983 -0.028 -0.024 -0.012
C 2.016 3.627 0.893 -0.044 0.025 0.094
C 3.046 3.054 1.871 0.045 0.009 -0.017
C 2.690 4.101 -0.407 -0.065 -0.062 -0.042
C 1.319 4.848 1.523 0.013 -0.016 0.019
C 2.541 0.516 -2.691 -0.010 -0.034 -0.086
C 3.551 0.915 -1.615 0.080 0.000 -0.044
C 3.055 -0.765 -3.359 -0.039 -0.027 -0.011
C 2.385 1.616 -3.744 0.054 0.051 0.026
H 0.385 -0.673 -4.108 -0.054 0.049 0.004
H -1.079 -0.517 -3.136 -0.014 -0.062 0.064
H 0.070 -1.866 -2.831 0.034 -0.048 -0.002
H -2.185 2.727 -5.170 -0.007 0.013 0.010
H -3.608 4.757 -5.293 -0.001 -0.006 0.004
H -3.741 6.306 -3.370 0.008 -0.004 0.001
H -2.445 5.847 -1.302 0.007 -0.001 -0.011
H -1.065 3.487 1.762 0.016 0.009 0.005
H 0.071 2.723 2.916 0.002 -0.021 -0.001
H -1.127 1.736 2.086 0.026 0.039 -0.018
H 3.580 2.204 1.439 -0.004 0.008 0.006
H 2.583 2.729 2.806 -0.002 0.003 -0.008
H 3.780 3.824 2.117 -0.007 -0.007 -0.003
H 3.576 3.525 -0.653 0.016 -0.118 -0.031
H 3.013 5.133 -0.267 0.021 -0.015 -0.002
H 2.019 4.094 -1.268 -0.006 0.020 0.025
H 0.964 4.653 2.533 -0.013 -0.001 -0.021
H 0.485 5.201 0.914 0.019 0.004 -0.012
H 2.053 5.653 1.588 0.014 -0.011 0.015
H 3.946 0.039 -1.107 -0.011 0.030 0.013
H 3.114 1.560 -0.859 -0.013 0.098 0.088
H 4.378 1.454 -2.084 -0.003 -0.016 0.001
H 3.047 -1.611 -2.673 -0.004 -0.013 0.000
H 4.091 -0.584 -3.655 -0.022 0.005 -0.014
H 2.498 -1.029 -4.259 -0.003 -0.003 0.028
H 2.201 2.592 -3.290 0.000 -0.004 -0.003
H 1.575 1.413 -4.447 0.009 -0.014 0.008
H 3.315 1.682 -4.313 -0.006 -0.002 0.015
S 1.735 -3.698 -1.567 -0.023 0.106 -0.083
P 1.107 -3.929 0.263 0.086 0.045 0.092
S -0.125 -2.434 1.032 -0.086 -0.019 -0.183
C 0.081 -5.415 0.444 0.011 -0.025 0.064
C 0.684 -6.621 0.088 0.015 -0.001 -0.004
C -0.021 -7.807 0.189 -0.005 -0.009 0.001
C -1.334 -7.799 0.644 -0.002 -0.004 -0.001
C -1.937 -6.602 0.998 -0.012 -0.023 0.007
C -1.231 -5.409 0.901 0.006 0.022 0.006
C 2.438 -4.119 1.477 0.039 -0.014 -0.062
C 2.141 -4.131 2.839 -0.043 0.012 0.024
C 3.154 -4.305 3.766 0.011 0.006 0.023
C 4.466 -4.476 3.336 0.025 0.018 -0.005
C 4.762 -4.470 1.982 0.015 0.029 0.009
C 3.749 -4.288 1.049 -0.014 0.032 -0.016
H 1.705 -6.628 -0.276 -0.010 0.002 0.002
H 0.453 -8.740 -0.087 -0.004 0.010 0.003
H -1.884 -8.727 0.725 0.005 0.010 0.000
H -2.957 -6.595 1.361 0.007 0.002 -0.008
H -1.705 -4.478 1.185 -0.002 -0.038 0.003
H 1.120 -3.992 3.177 0.000 -0.004 -0.007
H 2.925 -4.305 4.824 -0.001 -0.003 -0.005
H 5.259 -4.604 4.062 -0.005 0.008 -0.006
H 5.784 -4.588 1.648 -0.005 0.005 0.005
H 3.973 -4.264 -0.010 -0.006 0.000 0.005
C -5.944 -0.350 -0.125 0.026 -0.016 0.017
N -4.536 -0.511 -0.447 0.041 0.019 -0.018
N -3.553 0.217 0.182 -0.082 -0.090 0.046
C -2.349 -0.344 -0.087 -0.007 0.008 -0.209
O -1.287 0.255 0.319 -0.020 -0.061 0.177
C -2.586 -1.483 -0.877 -0.020 -0.063 0.015
C -3.950 -1.560 -1.056 0.033 0.065 0.022
C -4.752 -2.598 -1.756 -0.014 -0.007 0.000
C -3.791 1.460 0.846 -0.025 0.025 -0.014
C -4.031 2.599 0.091 0.039 0.006 0.019
C -4.242 3.803 0.745 -0.007 0.017 0.001
C -4.199 3.858 2.132 -0.001 0.012 0.001
C -3.947 2.712 2.874 -0.012 -0.030 0.008
C -3.746 1.500 2.230 -0.065 0.004 -0.011
H -6.101 0.641 0.290 -0.004 0.030 -0.007
H -6.267 -1.099 0.598 0.003 0.014 0.011
H -6.527 -0.442 -1.038 0.000 -0.018 0.003
H -1.851 -2.186 -1.227 -0.008 0.048 -0.018
H -4.089 -3.347 -2.181 -0.004 0.005 -0.003
H -5.347 -2.162 -2.560 0.005 -0.003 0.007
H -5.433 -3.097 -1.064 0.002 0.003 -0.002
H -4.044 2.541 -0.991 -0.008 -0.006 0.007
H -4.436 4.700 0.170 0.002 -0.020 0.006
H -4.362 4.800 2.638 0.001 -0.007 -0.004
H -3.910 2.759 3.954 -0.001 0.001 -0.010
H -3.545 0.594 2.789 -0.001 0.009 -0.006

***

No. 3
96
Properties=species:S:1:pos:R:3:forces:R:3 method="wB97M-V/def2-TZVPD" total_energy_ev=-120114.06335 homo_lumo_gap_ev=6.49 homo_ha=-0.3630 total_charge=+1 lumo_energy_ev=-3.39
Ti -0.184 -0.155 -0.139 0.500 0.016 -0.331
C -2.496 2.336 2.518 0.004 0.012 -0.004
C -1.715 1.869 1.329 -0.055 -0.131 0.004
N -1.448 0.533 1.133 -0.257 0.159 0.087
N -2.147 -0.420 1.850 -0.069 0.212 -0.042
C -2.127 -1.506 1.148 -0.108 -0.221 -0.203
O -1.484 -1.493 -0.019 0.027 -0.128 0.491
C -2.837 -2.733 1.538 0.129 0.103 0.058
C -3.652 -2.742 2.668 -0.035 -0.051 -0.006
C -4.318 -3.901 3.025 0.042 -0.004 0.021
C -4.172 -5.053 2.261 -0.014 -0.005 -0.012
C -3.365 -5.042 1.133 0.033 0.035 0.019
C -2.696 -3.882 0.767 -0.022 -0.077 0.018
C -1.289 2.665 0.328 0.004 0.092 -0.104
C -1.806 4.000 0.092 0.068 -0.063 0.184
C -2.098 4.378 -1.157 0.023 -0.107 -0.125
C -1.922 3.391 -2.206 -0.057 0.108 -0.033
C -1.253 2.259 -2.000 0.058 -0.059 0.087
N -0.561 1.991 -0.751 0.419 0.059 0.035
H -2.744 1.500 3.166 0.001 -0.005 -0.009
H -1.921 3.067 3.087 0.008 0.027 -0.005
H -3.425 2.810 2.203 -0.024 0.004 0.002
H -3.767 -1.839 3.250 0.009 0.023 0.015
H -4.950 -3.911 3.903 -0.024 0.007 0.000
H -4.694 -5.957 2.542 -0.008 -0.015 0.007
H -3.255 -5.938 0.536 -0.007 -0.012 -0.015
H -2.067 -3.864 -0.113 0.013 0.016 -0.018
H -2.022 4.634 0.940 -0.013 0.010 0.022
H -2.529 5.344 -1.374 0.003 0.030 -0.028
H -2.366 3.549 -3.179 -0.019 0.020 -0.015
H -1.119 1.518 -2.765 0.001 0.024 -0.017
F 2.706 -3.363 -3.416 0.025 -0.055 0.048
C 2.252 -2.409 -4.253 -0.064 0.084 -0.008
F 2.154 -2.970 -5.467 -0.014 0.005 0.020
F 3.190 -1.458 -4.326 0.011 0.001 -0.002
C 0.926 -1.861 -3.789 0.113 -0.038 -0.024
C -0.200 -2.031 -4.557 -0.097 0.059 -0.011
C -1.437 -1.540 -4.123 0.065 -0.040 -0.026
C -1.474 -0.886 -2.923 0.066 0.043 0.082
N -0.365 -0.683 -2.187 -0.277 -0.014 -0.160
C 0.835 -1.172 -2.556 -0.043 -0.029 -0.223
S 2.070 -0.904 -1.405 -0.248 0.019 0.062
H -0.123 -2.549 -5.502 -0.003 -0.024 -0.030
H -2.336 -1.676 -4.704 0.009 -0.017 -0.014
H -2.395 -0.496 -2.506 0.014 -0.005 -0.018
N 2.625 -0.536 2.924 0.056 0.075 0.078
C 1.368 -0.267 2.571 -0.272 0.072 -0.016
N 0.412 -0.147 3.499 -0.003 -0.143 0.136
O 1.127 -0.037 1.356 0.254 -0.302 -0.296
H 2.891 -0.725 3.873 -0.015 -0.034 -0.005
H 3.298 -0.672 2.189 -0.011 -0.016 0.003
H 0.582 -0.515 4.420 -0.028 0.007 -0.002
H -0.550 -0.177 3.173 0.107 -0.025 0.059
C 3.425 2.249 -2.684 0.031 -0.035 0.112
Si 1.635 2.815 -2.674 -0.009 -0.042 0.100
C 1.469 4.649 -3.010 -0.058 0.017 -0.042
C 0.900 1.955 -4.168 0.032 0.019 -0.090
C 0.960 2.393 -0.892 -0.419 0.251 0.080
Si 1.672 3.670 0.401 -0.155 -0.183 -0.027
C 3.452 4.034 -0.033 0.050 -0.074 -0.086
C 1.727 2.903 2.101 -0.048 -0.024 0.133
C 0.856 5.339 0.599 0.004 0.039 -0.019
H 3.591 1.667 -3.592 0.026 -0.030 -0.013
H 3.663 1.595 -1.845 0.031 -0.005 0.000
H 4.134 3.074 -2.683 0.027 0.068 0.002
H 2.322 5.004 -3.590 0.020 -0.014 -0.055
H 1.405 5.262 -2.115 0.038 0.050 0.052
H 0.570 4.834 -3.601 -0.036 0.040 0.009
H 1.579 2.228 -4.981 0.003 -0.014 -0.056
H -0.095 2.285 -4.455 -0.042 0.031 -0.013
H 0.919 0.869 -4.104 -0.023 -0.074 0.013
H 1.528 1.493 -0.628 0.163 0.025 -0.025
H 4.085 3.150 -0.072 0.028 -0.044 -0.016
H 3.828 4.675 0.768 0.020 0.012 0.039
H 3.570 4.582 -0.965 0.021 0.040 -0.062
H 2.394 2.041 2.129 0.032 0.056 0.000
H 0.746 2.598 2.469 0.035 -0.005 0.009
H 2.125 3.652 2.789 0.008 0.016 0.043
H 0.474 5.796 -0.309 -0.041 0.016 -0.041
H 1.640 5.989 0.997 0.001 0.058 0.018
H 0.052 5.316 1.330 -0.014 0.021 0.047
C -0.887 -4.639 4.582 -0.036 -0.031 0.049
C 0.557 -4.675 4.085 -0.017 -0.013 -0.030
C 0.640 -4.326 2.632 -0.130 0.098 0.192
N 0.728 -3.121 2.185 0.078 -0.077 -0.201
N 0.758 -3.050 0.808 0.027 0.102 0.422
C 0.685 -4.221 0.260 0.090 0.097 -0.214
N 0.709 -4.408 -1.094 -0.130 -0.015 -0.140
S 0.527 -5.519 1.381 0.132 -0.186 0.069
H -0.935 -4.826 5.654 0.006 -0.018 0.013
H -1.493 -5.392 4.077 -0.020 -0.008 -0.024
H -1.334 -3.668 4.377 -0.032 0.060 -0.002
H 0.994 -5.660 4.254 0.003 0.004 -0.005
H 1.172 -3.959 4.633 -0.025 0.028 -0.021
H 1.170 -3.661 -1.595 0.040 0.022 0.014
H 0.955 -5.326 -1.427 0.015 0.022 0.027

***

Repeat the first record exactly.
19
Properties=species:S:1:pos:R:3:forces:R:3 method="wB97M-V/def2-TZVPD" total_energy_ev=-6883.67704 homo_lumo_gap_ev=10.26 de_lowest_ev=2.520 smiles="C=NC.CCC" homo_ha=-0.3447 lumo_energy_ev=0.89
C -0.430 -2.927 -2.331 0.228 -1.588 2.185
N 0.633 -2.876 -1.621 -0.758 -1.557 -0.536
C 0.457 -3.237 -0.191 0.391 2.296 -0.258
H -0.414 -3.495 -3.261 0.123 1.516 -0.849
H -1.369 -2.929 -1.749 -0.256 -0.001 -0.599
H 0.622 -4.312 -0.120 0.348 0.252 0.122
H -0.508 -2.996 0.278 -0.241 -0.088 -0.494
H 1.184 -2.597 0.322 0.164 -0.811 0.431
C -0.442 1.526 -0.159 -1.610 2.074 -0.493
C -0.461 2.749 0.807 1.174 -1.048 -0.505
C 0.771 2.678 1.716 -0.401 0.779 1.336
H 0.524 1.538 -0.657 0.129 -0.998 0.208
H -1.175 1.764 -0.949 0.252 -0.058 -0.022
H -0.899 0.646 0.280 0.990 -0.519 0.231
H -1.394 2.732 1.372 0.107 0.361 0.044
H -0.361 3.644 0.188 -0.404 0.085 0.177
H 0.836 3.516 2.421 -0.251 0.372 -0.293
H 0.684 1.868 2.440 0.291 -0.583 -0.444
H 1.741 2.706 1.214 -0.276 -0.485 -0.242